C26H24HgN6O7S3 | ωB97M-V/def2-TZVPD

Values from the calculation:
Calculated total energy (hartree): -3208.31778
2S+1: 2
Frontier orbital gap (alpha / beta) (eV): 6.9 / 6.4
E_LUMO (alpha / beta) (eV): 1.92 / 0.90
Expectation value of S²: 0.754
Max |F| (eV Å⁻¹): 2.94
Total charge: -1

XYZ file:
```
67
Properties=species:S:1:pos:R:3:mulliken_spin:R:1
H 6.278 7.772 13.784 0.0000
O 19.457 12.084 9.259 0.0001
H 12.357 14.087 8.206 0.0010
H 8.871 16.122 9.625 0.0002
H 11.532 14.524 5.879 -0.0003
H 10.401 9.042 13.318 -0.0009
N 16.403 7.321 7.800 -0.0003
C 17.393 9.396 8.714 0.0002
S 17.050 17.240 8.688 0.0000
C 18.457 9.986 9.462 0.0000
C 9.426 15.717 8.786 0.0008
O 15.259 7.576 8.083 0.0013
N 17.012 14.674 8.279 -0.0002
C 9.730 12.640 10.978 -0.0073
C 8.176 7.970 10.981 0.0006
C 18.417 11.514 9.527 0.0002
C 19.681 7.956 9.451 0.0007
C 10.535 8.930 10.673 -0.0090
C 9.346 8.527 11.495 0.0031
C 9.674 15.501 6.438 0.0011
C 7.040 7.746 11.795 0.0015
O 16.680 6.426 7.009 0.0001
Hg 15.251 11.197 9.809 0.0083
S 13.667 13.202 10.257 0.0992
H 8.395 8.588 14.779 0.0001
C 17.473 15.679 9.053 0.0004
C 11.350 14.568 7.975 -0.0011
H 12.129 14.951 10.549 0.0013
C 19.631 9.308 9.748 -0.0006
C 11.100 14.647 10.439 -0.0075
C 8.954 15.881 7.510 -0.0002
N 18.242 15.310 10.102 0.0000
N 20.799 7.188 9.882 0.0000
H 18.652 6.211 8.843 0.0000
H 11.453 8.432 11.060 0.0009
H 17.085 13.670 8.587 0.0004
C 10.540 14.971 9.069 0.0066
H 18.662 16.063 10.613 0.0000
O 17.300 12.107 9.789 0.0016
H 18.467 14.303 10.257 0.0000
H 8.713 10.796 10.971 0.0024
H 9.570 12.692 12.081 0.0046
C 7.135 7.946 13.132 -0.0009
H 8.971 13.250 10.484 -0.0014
H 6.102 7.434 11.348 0.0000
C 8.319 8.423 13.700 0.0012
C 18.553 7.296 8.939 -0.0004
C 10.893 14.817 6.675 0.0002
H 7.923 16.294 7.349 -0.0002
S 13.408 9.999 11.053 0.1267
C 12.018 11.024 10.789 0.2582
H 10.413 8.680 9.636 -0.0017
H 8.117 7.844 9.911 0.0003
H 9.625 11.158 9.434 -0.0096
H 9.367 15.625 5.384 0.0000
N 10.758 10.429 10.904 0.1194
C 9.649 11.220 10.510 0.0254
C 17.473 7.993 8.524 0.0012
O 20.777 5.984 9.651 0.0001
O 16.308 9.977 8.287 0.0055
C 12.150 12.410 10.528 0.2070
H 10.524 15.141 11.167 0.0009
N 11.053 13.210 10.690 0.1588
H 16.254 14.839 7.627 0.0001
H 20.473 9.879 10.164 0.0000
O 21.714 7.766 10.414 0.0001
C 9.451 8.701 12.892 -0.0004
```